C6H15NS | wB97M-V/def2-TZVPD

Atoms and positions in Å:
C 0.2094 2.9457 -1.9213
C 1.0001 2.4316 -0.7597
C 1.4383 1.1847 -0.6562
N 1.9611 0.6005 0.5620
H 0.4024 2.3136 -2.7926
H -0.8664 2.9254 -1.7201
H 0.5649 3.9432 -2.1628
H 1.1781 3.1195 0.0599
H 1.4273 0.4164 -1.4295
H 1.8542 1.3428 1.2568
H 2.9658 0.4965 0.4010
C -1.4316 -1.6263 -0.5041
C -1.7406 -2.3381 0.8324
C -0.8037 -1.8570 1.9411
S 0.9684 -1.9923 1.5970
H -1.5484 -0.5413 -0.4147
H -2.0674 -2.0011 -1.3110
H -0.4039 -1.8639 -0.7954
H -2.7869 -2.1723 1.0817
H -1.4729 -3.4117 0.7663
H -1.0161 -2.4316 2.8441
H -1.0390 -0.8049 2.1483
H 1.2069 -0.6794 0.9769

Atoms 1-3, force components in eV/Å:
0.585 -0.330 -0.263
-0.275 -0.455 -0.089
0.163 -0.720 0.276

Output
**Gap between HOMO and LUMO**: 0.322 Ha
**ΔE to the lowest compared entry with this formula, charge and spin**: 27.6 kcal/mol
**LUMO level**: 0.781 eV
**Strongest force on any atom**: 2.7 eV/Å

C6H15NS | wB97M-V/def2-TZVPD

Atoms and positions in Å:
C 0.4296 -1.2234 0.6919
C 0.5950 -1.0113 -0.8144
C 1.1304 0.3877 -1.1874
S 2.6237 0.8661 -0.1799
C -0.3358 -0.1347 1.5165
N -1.7503 0.0899 1.2701
C -2.1815 0.5542 -0.0236
C -3.0066 -0.4472 -0.8675
H 1.4549 -1.1356 1.0925
H 0.1393 -2.2511 0.9556
H 1.4077 -1.6466 -1.1466
H -0.3099 -1.1160 -1.4467
H 0.5137 1.1991 -0.8570
H 1.3573 0.4204 -2.2518
H 1.8392 2.5728 -0.1502
H 0.3205 0.7429 1.5018
H -0.2926 -0.4882 2.5714
H -2.4215 -0.5330 1.6933
H -2.7220 1.5182 -0.0517
H -1.3335 0.5663 -0.6817
H -4.0491 -0.7123 -0.6532
H -3.0118 -0.1313 -1.9225
H -2.5153 -1.4358 -0.9700

Atoms 1-3, force components in eV/Å:
0.311 0.370 0.523
0.146 1.168 -0.233
0.622 -0.417 0.915

Output
**Gap between HOMO and LUMO**: 0.286 Ha
**ΔE to the lowest compared entry with this formula, charge and spin**: 68.8 kcal/mol
**LUMO level**: -0.536 eV
**Strongest force on any atom**: 4.4 eV/Å

C6H15NS | wB97M-V/def2-TZVPD

Atoms and positions in Å:
C -1.1379 0.2090 -0.9915
N -0.1053 0.3312 0.0280
C 1.2145 -0.0001 -0.4311
C 2.2058 0.8976 0.2456
S 3.9212 0.7409 -0.4571
C 1.4553 -1.4622 -0.2484
C -2.4848 0.3774 -0.1733
C -2.7415 -0.6473 0.9652
H -1.0396 0.9093 -1.8519
H -1.0626 -0.8077 -1.4009
H -0.1471 1.1433 0.6068
H 1.3589 0.1853 -1.5136
H 1.7828 1.9294 0.2552
H 2.2871 0.5403 1.2846
H 4.3156 2.0597 1.0682
H 0.7092 -2.0131 -0.8642
H 2.4693 -1.7088 -0.5433
H 1.3094 -1.7108 0.8249
H -3.3856 0.3164 -0.8324
H -2.5011 1.3898 0.2535
H -1.9601 -0.5683 1.7537
H -3.7148 -0.4242 1.4296
H -2.7486 -1.6872 0.5924

Atoms 1-3, force components in eV/Å:
-1.224 -0.037 1.669
-0.016 -0.617 -0.895
0.316 0.456 -1.072

Output
**Gap between HOMO and LUMO**: 0.277 Ha
**ΔE to the lowest compared entry with this formula, charge and spin**: 70.6 kcal/mol
**LUMO level**: -1.211 eV
**Strongest force on any atom**: 4.7 eV/Å

C6H15NS | wB97M-V/def2-TZVPD

Atoms and positions in Å:
C -4.3147 0.0609 2.0031
C -3.5591 0.5667 0.8191
C -2.0286 0.6111 1.0658
C -1.1656 0.0720 -0.0869
N 0.1591 0.6799 0.0540
C 1.1703 0.2796 -0.9485
C 2.2753 -0.5060 -0.2798
S 3.7476 -0.8356 -1.3914
H -4.2681 0.7449 2.8514
H -5.4040 -0.0888 1.8977
H -4.0778 -0.9548 2.3417
H -3.7689 0.0507 -0.1232
H -3.8598 1.5930 0.6015
H -1.7861 1.5918 1.4928
H -1.7730 0.1170 2.0280
H -1.5994 0.6417 -0.9188
H -1.1442 -0.9991 -0.2634
H 0.5923 0.5445 0.9648
H 0.7304 -0.4217 -1.6753
H 1.4281 1.1532 -1.5413
H 2.8479 0.1163 0.4166
H 1.9737 -1.4291 0.1998
H 3.0437 -1.2077 -2.5010

Atoms 1-3, force components in eV/Å:
-1.761 -0.899 0.961
0.815 0.410 -0.624
-0.309 -1.078 1.936

Output
**Gap between HOMO and LUMO**: 0.362 Ha
**ΔE to the lowest compared entry with this formula, charge and spin**: 26.0 kcal/mol
**LUMO level**: 1.001 eV
**Strongest force on any atom**: 3.2 eV/Å

C6H15O3P | wB97M-V/def2-TZVPD

Atoms and positions in Å:
C -1.8634 1.8336 1.4687
C -1.7814 1.4289 -0.0432
O -0.9799 0.1983 0.0506
C -0.0658 -0.2150 -1.0723
O 0.8579 0.6842 -1.3972
C 1.6459 1.0658 -0.2369
C 2.9632 0.3862 -0.2885
P 0.2921 -1.8076 -0.0578
C -1.1943 -2.8112 -0.3165
O 0.6928 -1.5779 1.3574
H -1.1540 2.7508 1.5716
H -2.8922 1.9243 1.8025
H -1.3512 1.0634 1.9949
H -1.3536 2.1541 -0.6216
H -2.7532 1.0922 -0.3333
H -0.6571 -0.5243 -1.9080
H 1.5853 2.1318 -0.3817
H 1.0765 0.7630 0.6222
H 3.5844 0.8517 -1.0814
H 3.4063 0.6512 0.7120
H 3.0880 -0.7018 -0.3273
H 1.2870 -2.4816 -0.5845
H -1.0708 -3.4947 -1.1160
H -1.3374 -3.2681 0.6257
H -2.0253 -2.0975 -0.4394

Atoms 1-3, force components in eV/Å:
1.660 1.953 -1.664
-0.408 -3.252 3.615
0.643 0.697 -2.052

Output
**Gap between HOMO and LUMO**: 0.375 Ha
**ΔE to the lowest compared entry with this formula, charge and spin**: 41.4 kcal/mol
**LUMO level**: 0.923 eV
**Strongest force on any atom**: 4.9 eV/Å

C6H15P | wB97M-V/def2-TZVPD

Atoms and positions in Å:
C 1.1080 0.0755 -0.2601
P 0.2332 0.9725 -1.4607
C 0.9431 1.6938 -3.0246
C -1.2677 -0.1676 -1.7991
H 1.6772 -0.6631 -0.8347
H 1.6744 0.8541 0.2718
H -0.2634 2.1662 -0.9116
H 0.3373 2.3382 -3.7477
H 1.7193 2.3416 -2.4420
H 1.5529 0.8984 -3.4744
H -0.8316 -0.8513 -2.5853
H -1.6564 -0.5638 -0.8040
H -2.0937 0.4161 -2.3091
C -1.8345 -1.2541 1.8030
C -0.6467 -1.1126 2.3497
C -0.2394 -1.7207 3.6677
H -2.6622 -1.8163 2.2827
H -1.8916 -0.9599 0.8341
H -0.0386 -0.4725 1.7608
H 0.5638 -2.5086 3.3324
H -1.1152 -2.0178 4.2124
H 0.0955 -0.8875 4.2383

Atoms 1-3, force components in eV/Å:
-0.071 1.654 -1.364
-1.984 -1.222 0.591
1.048 0.949 1.189

Output
**Gap between HOMO and LUMO**: 0.308 Ha
**ΔE to the lowest compared entry with this formula, charge and spin**: 73.3 kcal/mol
**LUMO level**: 0.833 eV
**Strongest force on any atom**: 3.2 eV/Å

C6H15P | wB97M-V/def2-TZVPD

Atoms and positions in Å:
C -1.7962 1.1653 0.7552
C -2.7118 -1.2500 -0.3404
C 1.5800 1.4059 -0.5657
C 0.7816 -0.8954 0.2934
C -1.9368 -0.0108 -0.3251
C 1.6260 0.2200 0.3886
P 3.5235 -0.4468 0.1512
H -1.4909 0.6756 1.7624
H -0.8854 1.7936 0.4551
H -2.6946 1.6693 0.8180
H -3.7150 -1.0433 -0.1021
H -2.3005 -1.8402 0.5129
H -2.5289 -1.8885 -1.2522
H 1.7670 0.9384 -1.5737
H 2.6059 1.8375 -0.4207
H 0.7061 1.8892 -0.3001
H 0.4754 -1.3286 -0.6680
H 0.1829 -1.3043 1.1007
H -1.3991 0.1882 -1.1990
H 1.5960 0.4842 1.4121
H 3.3984 -0.4436 -1.1507
H 3.2162 -1.8156 0.2483

Atoms 1-3, force components in eV/Å:
3.277 -3.843 -0.420
1.968 -1.219 0.837
3.792 -2.982 -0.708

Output
**Gap between HOMO and LUMO (spin up / spin down)**: 0.291 / 0.282 Ha
**ΔE to the lowest compared entry with this formula, charge and spin**: 112.4 kcal/mol
**LUMO level (spin up / spin down)**: 0.855 / 0.365 eV
**Strongest force on any atom**: 5.1 eV/Å

C6H16 | wB97M-V/def2-TZVPD

Atoms and positions in Å:
C 2.4531 -0.9077 0.2458
C 0.9641 -1.5138 0.4763
C 0.3291 -2.5280 -0.4833
H 2.5540 -0.3690 -0.7739
H 2.8114 -0.2719 1.0809
H 3.1736 -1.7846 0.4220
H 0.8786 -2.1381 1.4370
H 0.2689 -0.6757 0.4726
H 0.9324 -3.0491 -1.1199
H -0.2502 -3.3782 0.0992
H -0.4242 -2.1185 -1.0826
C -0.4304 1.4975 -1.0895
C -1.4718 2.1705 -0.2946
C -1.9257 1.5598 1.0964
H 0.4980 1.3994 -0.6932
H -0.3506 1.8946 -2.1206
H -0.6951 0.3828 -1.1843
H -1.0184 3.1677 -0.0660
H -2.3908 2.3922 -0.9046
H -2.4373 0.6129 1.1122
H -0.9713 1.3715 1.7168
H -2.4977 2.2856 1.6534

Atoms 1-3, force components in eV/Å:
-0.308 -1.841 -0.023
0.717 -0.394 1.070
-1.683 -1.226 2.574

Output
**Gap between HOMO and LUMO**: 0.444 Ha
**ΔE to the lowest compared entry with this formula, charge and spin**: 39.4 kcal/mol
**LUMO level**: 1.071 eV
**Strongest force on any atom**: 4.9 eV/Å

C6H16 | wB97M-V/def2-TZVPD

Atoms and positions in Å:
C -0.4801 -2.0655 -1.2480
C -0.6952 -0.8317 -0.3938
C -1.5873 0.1365 -1.1733
C -1.3343 -1.1411 0.9467
H -1.4086 -2.6402 -1.3162
H 0.2336 -2.8370 -0.9439
H -0.2100 -1.8456 -2.2819
H 0.2803 -0.3682 -0.2551
H -2.4488 -0.4052 -1.5863
H -1.9955 0.9130 -0.5355
H -1.0648 0.6099 -2.0000
H -0.9885 -2.0686 1.4198
H -1.1078 -0.3659 1.6765
H -2.4169 -1.2617 0.8868
C 1.3730 2.3084 0.6608
C 2.5651 1.4490 1.1378
H 1.0656 2.9756 1.4578
H 1.6229 2.8589 -0.2441
H 0.5415 1.6488 0.4157
H 2.9524 0.8786 0.2883
H 3.3189 2.0797 1.5953
H 2.1974 0.7393 1.8769

Atoms 1-3, force components in eV/Å:
-0.381 -1.181 -0.609
0.076 -0.125 -0.467
-0.232 -0.166 -0.039

Output
**Gap between HOMO and LUMO**: 0.453 Ha
**ΔE to the lowest compared entry with this formula, charge and spin**: 5.2 kcal/mol
**LUMO level**: 1.045 eV
**Strongest force on any atom**: 1.4 eV/Å

C6H16 | wB97M-V/def2-TZVPD

Atoms and positions in Å:
C 0.4062 -2.0881 0.7335
C -0.5834 -2.1926 1.8605
C -1.9462 -1.3443 1.5465
H 0.0658 -2.1836 -0.3155
H 1.3209 -2.5709 1.0113
H 0.5742 -0.9689 0.6369
H -0.7981 -3.2428 1.8844
H -0.0817 -1.7999 2.7947
H -1.5733 -0.3748 1.0790
H -2.4777 -1.8251 0.6980
H -2.6597 -1.3280 2.3783
C 0.1792 2.8499 -0.9188
C 0.5634 1.8713 -2.0112
C 1.3282 0.8144 -1.1995
H 1.0977 3.5523 -0.6112
H -0.5436 3.6945 -1.1751
H -0.2353 2.2363 -0.1168
H 1.1495 2.2652 -2.9162
H -0.4480 1.5861 -2.3541
H 0.8243 -0.0411 -0.9725
H 1.9089 1.1133 -0.3949
H 2.1917 0.4240 -1.6917

Atoms 1-3, force components in eV/Å:
-0.237 3.684 -0.773
-1.653 1.153 -0.218
2.109 -0.883 -1.250

Output
**Gap between HOMO and LUMO**: 0.442 Ha
**ΔE to the lowest compared entry with this formula, charge and spin**: 48.4 kcal/mol
**LUMO level**: 1.089 eV
**Strongest force on any atom**: 4.3 eV/Å